[1]
{"formula": "CHClN4O", "method": "ωB97M-V with the def2-TZVPD basis set", "fmax_ev_per_a": 3.10, "spin_multiplicity": 1, "relative_energy_ev": 0.2404, "orbital_gap_ev": 9.33, "smiles": "OC1(Cl)N=NN=N1", "species": ["O", "C", "Cl", "N", "N", "N", "N", "H"], "coordinates": [[-1.51477, -0.11631, -0.50498], [-0.18912, -0.26984, -0.19625], [0.04082, -2.03437, 0.22679], [0.17632, 0.51603, 1.08020], [1.17737, 1.20147, 0.87782], [1.61266, 0.95258, -0.49904], [0.84506, 0.24453, -1.09130], [-2.14834, -0.49408, 0.10675]], "forces_ev_per_a": [[1.416, 1.317, -1.660], [-1.166, -0.319, 2.854], [0.586, 0.863, -0.355], [0.454, 0.288, 0.219], [-2.027, -1.245, 1.301], [1.317, 0.845, -1.303], [-1.018, -1.424, -1.617], [0.437, -0.326, 0.561]], "mulliken_charge": [-0.457, 0.639, -0.160, -0.048, -0.133, -0.099, -0.093, 0.352]}

=====

[2]
{"formula": "C2BrO4", "method": "ωB97M-V with the def2-TZVPD basis set", "charge": -1, "fmax_ev_per_a": 2.58, "spin_multiplicity": 1, "relative_energy_ev": 6.7835, "orbital_gap_ev": 7.58, "species": ["C", "C", "O", "O", "O", "O", "Br"], "coordinates": [[-0.90096, -1.33412, -0.04502], [0.58135, 1.06499, 0.61608], [-1.58559, -1.09889, 0.89500], [-0.58824, -2.04468, -0.95133], [0.20451, 0.20171, -0.47362], [-0.24252, 1.55590, -0.33927], [2.53144, 1.65509, 0.29814]], "forces_ev_per_a": [[-1.817, -1.818, -0.222], [-0.460, -0.277, 1.930], [1.072, 0.438, -0.642], [0.314, 0.974, 0.869], [0.768, -0.805, -0.906], [-0.718, 1.177, -0.559], [0.841, 0.310, -0.470]], "mulliken_charge": [0.746, -0.128, -0.454, -0.480, -0.085, -0.174, -0.425]}

=====

[3]
{"formula": "C3H9NO2", "method": "ωB97M-V with the def2-TZVPD basis set", "fmax_ev_per_a": 1.27, "spin_multiplicity": 1, "relative_energy_ev": 7.0104, "orbital_gap_ev": 9.00, "species": ["C", "C", "O", "H", "H", "H", "H", "H", "H", "C", "N", "O", "H", "H", "H"], "coordinates": [[-0.00271, 1.17045, -0.07355], [0.18312, 1.35992, -1.53593], [1.42930, -0.41626, 0.11522], [1.84697, -0.63467, 0.96223], [-1.00357, 1.36472, 0.29515], [0.74756, 1.61113, 0.56640], [1.23438, 1.31215, -1.80627], [-0.35813, 0.59657, -2.09809], [-0.22607, 2.33757, -1.81536], [-0.61748, -1.49927, 1.34944], [-0.51293, -0.77885, 0.05350], [-0.76606, -1.42254, -0.93768], [-0.30268, -0.83776, 2.15158], [0.01425, -2.38453, 1.30388], [-1.66595, -1.77862, 1.46946]], "forces_ev_per_a": [[-1.153, -0.537, -0.054], [0.102, -0.132, 0.061], [0.234, -0.624, 0.020], [-0.118, 0.015, -0.054], [-0.103, 0.238, -0.105], [0.058, -0.388, 0.047], [-0.034, -0.013, 0.030], [-0.025, 0.027, 0.031], [-0.015, -0.065, 0.054], [0.074, 0.172, -0.162], [0.784, 0.703, -0.450], [0.194, 0.559, 0.709], [0.002, 0.027, -0.055], [-0.066, 0.014, -0.038], [0.067, 0.003, -0.036]], "mulliken_charge": [-0.024, -0.906, -0.725, 0.227, 0.334, 0.260, 0.255, 0.291, 0.332, -0.843, 0.378, -0.500, 0.308, 0.308, 0.305]}